Record 1
Density functional theory data (the ωB97M-V functional and the def2-TZVPD basis) for a cluster of 13 separate species, C49H78Cl3N5O21 in total at a distorted geometry.

Each line ends with the Mulliken charge.
Atoms and positions in Å:
1 C 5.111 -2.922 -0.367  -0.16
2 Cl 3.623 -3.042 -1.422  -0.05
3 Cl 5.295 -4.445 0.537  -0.11
4 Cl 5.003 -1.575 0.820  -0.05
5 H 6.014 -2.779 -0.960  0.35
6 C -2.213 -5.166 6.296  -1.47
7 C -1.105 -4.493 5.485  0.22
8 C -1.441 -3.021 5.272  1.50
9 C -1.370 -2.146 6.429  0.02
10 N -1.287 -1.506 7.385  -0.54
11 H -3.086 -5.293 5.656  0.36
12 H -2.539 -4.597 7.166  0.34
13 H -2.022 -6.162 6.696  0.41
14 H -0.940 -4.990 4.529  -0.39
15 H -0.177 -4.612 6.045  0.40
16 H -2.483 -2.879 4.984  0.25
17 H -0.860 -2.564 4.471  -1.07
18 C -4.524 -4.443 -1.828  -1.45
19 C -4.335 -3.147 -0.988  -0.35
20 C -2.967 -2.792 -0.380  1.13
21 C -1.965 -2.523 -1.410  0.37
22 N -1.173 -2.369 -2.224  -0.47
23 H -3.997 -4.533 -2.778  0.32
24 H -5.557 -4.579 -2.149  0.46
25 H -4.330 -5.385 -1.317  0.35
26 H -5.004 -3.319 -0.145  0.34
27 H -4.771 -2.358 -1.600  0.03
28 H -2.566 -3.530 0.314  0.19
29 H -3.097 -1.979 0.334  -0.80
30 C -1.972 4.321 -0.177  -1.14
31 C -2.780 3.643 -1.299  1.18
32 C -4.116 4.436 -1.541  -0.56
33 C -3.930 5.828 -1.998  0.11
34 N -3.744 6.874 -2.419  -0.50
35 H -1.731 5.362 -0.392  0.52
36 H -1.040 3.818 0.079  -0.21
37 H -2.516 4.405 0.764  0.45
38 H -3.132 2.662 -0.979  -0.14
39 H -2.147 3.535 -2.180  -0.44
40 H -4.829 4.457 -0.717  0.45
41 H -4.610 3.855 -2.319  0.21
42 C 1.755 -4.113 1.454  -1.25
43 C 0.499 -4.359 2.330  0.22
44 C -0.129 -5.728 1.966  -0.52
45 C -0.457 -6.007 0.580  0.13
46 N -0.711 -6.213 -0.519  -0.60
47 H 2.246 -3.197 1.782  0.24
48 H 1.508 -4.094 0.393  0.27
49 H 2.445 -4.906 1.742  0.56
50 H -0.224 -3.562 2.156  -0.16
51 H 0.682 -4.290 3.403  0.49
52 H -1.105 -5.743 2.452  0.27
53 H 0.509 -6.534 2.329  0.53
54 C 6.864 -0.156 -2.988  -1.18
55 C 5.637 0.525 -3.506  -0.21
56 C 4.477 0.764 -2.484  2.34
57 C 4.862 1.668 -1.329  -0.11
58 N 5.127 2.362 -0.460  -0.61
59 H 6.594 -1.208 -2.896  0.16
60 H 7.178 0.156 -1.992  0.33
61 H 7.716 -0.026 -3.656  0.38
62 H 5.374 -0.082 -4.373  0.06
63 H 5.927 1.439 -4.024  0.47
64 H 4.013 -0.107 -2.022  -0.52
65 H 3.603 1.271 -2.891  -0.98
66 C 2.197 6.221 1.397  -1.80
67 C 1.623 4.830 1.027  0.74
68 C 2.471 3.540 0.917  0.59
69 O 1.905 2.663 1.868  -0.25
70 C 0.917 3.277 2.506  0.55
71 O 0.277 2.860 3.457  -0.49
72 O 0.694 4.521 2.027  -0.36
73 H 1.435 6.996 1.478  0.36
74 H 2.897 6.549 0.629  0.44
75 H 2.834 6.248 2.281  0.43
76 H 1.015 5.001 0.139  0.05
77 H 3.495 3.861 1.110  0.31
78 H 2.284 3.065 -0.046  -0.46
79 C -2.167 0.851 4.997  -1.12
80 C -3.411 0.754 4.078  0.19
81 C -3.119 1.114 2.657  0.50
82 O -3.787 0.184 1.883  -0.24
83 C -4.112 -0.844 2.617  0.62
84 O -4.718 -1.860 2.233  -0.64
85 O -3.921 -0.524 3.930  -0.34
86 H -1.363 0.247 4.577  -0.17
87 H -2.374 0.624 6.043  0.64
88 H -1.859 1.896 4.970  0.43
89 H -4.316 1.198 4.495  0.32
90 H -2.054 1.234 2.459  -0.34
91 H -3.469 2.131 2.479  0.23
92 C 3.579 -2.315 -6.458  -1.70
93 C 2.529 -1.298 -6.182  0.44
94 C 1.100 -1.858 -6.153  -0.54
95 O 0.586 -1.410 -4.920  -0.12
96 C 1.602 -0.845 -4.170  -0.73
97 O 1.496 -0.357 -3.055  0.44
98 O 2.695 -0.686 -4.926  0.06
99 H 4.556 -1.902 -6.710  0.38
100 H 3.341 -2.951 -7.310  0.45
101 H 3.704 -2.931 -5.568  0.37
102 H 2.646 -0.470 -6.881  0.25
103 H 1.123 -2.944 -6.243  0.39
104 H 0.402 -1.462 -6.891  0.29
105 C 2.021 2.801 -6.105  -1.28
106 C 0.890 3.211 -5.183  0.28
107 C -0.127 2.206 -4.820  0.35
108 O -0.057 2.087 -3.492  0.75
109 C 0.665 3.070 -2.961  -0.25
110 O 0.677 3.453 -1.819  -0.48
111 O 1.494 3.615 -3.972  -0.46
112 H 2.409 1.809 -5.875  0.06
113 H 2.932 3.400 -6.104  0.41
114 H 1.718 2.941 -7.142  0.38
115 H 0.306 4.070 -5.515  0.40
116 H 0.230 1.262 -5.234  -0.57
117 H -1.135 2.429 -5.171  0.35
118 C -0.693 0.512 -0.222  0.44
119 C 0.061 -0.624 0.374  0.66
120 C 1.619 -0.444 0.255  1.40
121 O 2.023 -0.683 1.611  -0.45
122 C 1.004 -0.670 2.480  -0.30
123 O 1.092 -0.738 3.664  -0.48
124 O -0.186 -0.633 1.776  0.43
125 H -0.409 1.484 0.181  -0.44
126 H -1.754 0.377 -0.012  0.17
127 H -0.500 0.497 -1.295  -0.45
128 H -0.274 -1.560 -0.075  -0.58
129 H 1.887 0.553 -0.098  -0.63
130 H 1.929 -1.118 -0.543  -0.24
131 C -2.558 -1.013 -5.121  -0.91
132 C -3.743 -0.025 -4.906  0.09
133 C -3.942 0.360 -3.462  0.59
134 O -4.442 1.663 -3.573  -0.32
135 C -3.994 2.204 -4.710  0.70
136 O -4.115 3.376 -5.015  -0.59
137 O -3.384 1.255 -5.448  -0.36
138 H -1.672 -0.543 -4.695  -0.12
139 H -2.388 -1.227 -6.176  0.46
140 H -2.748 -1.943 -4.585  0.33
141 H -4.683 -0.326 -5.369  0.44
142 H -2.967 0.328 -2.976  -0.23
143 H -4.581 -0.352 -2.940  -0.01
144 C 2.088 0.409 6.430  -1.13
145 C 1.686 1.542 7.420  0.33
146 C 0.778 2.562 6.820  0.49
147 O -0.056 2.847 7.885  -0.38
148 C 0.001 1.857 8.763  0.66
149 O -0.677 1.773 9.769  -0.62
150 O 0.969 1.055 8.470  -0.35
151 H 2.619 0.749 5.541  0.31
152 H 1.200 -0.152 6.138  0.06
153 H 2.799 -0.262 6.912  0.46
154 H 2.595 1.970 7.843  0.21
155 H 0.230 2.084 6.007  -0.42
156 H 1.350 3.394 6.411  0.33

Forces on atoms 1 to 6 (eV/Å):
C -0.538 -0.109 0.691
Cl 1.194 0.272 0.505
Cl 0.031 0.279 -0.361
Cl -0.090 -0.497 -0.901
H -0.462 0.026 -0.117
C -0.717 -0.384 -0.206

The calculation puts the largest force on an atom at 4.5 eV Å⁻¹. The net charge is 0. For the HOMO energy, the calculation gives -9.9388 eV. Its total energy is -5148.30201 Eh. The calculation puts the lowest unoccupied orbital energy at -0.1 eV. Its frontier orbital gap is 0.3607 Ha.

=====

Record 2
Density functional theory data (the ωB97M-V functional and the def2-TZVPD basis) for a structure of composition C22H44CrN2O3Sb at a distorted geometry.

Each line ends with the Mulliken spin population.
Atoms and positions in Å:
1 Cr 0.748 -1.924 -0.286  3.95
2 C 3.575 -3.834 1.384  0.01
3 C 3.117 -2.397 1.380  0.01
4 C 4.075 -1.463 2.062  0.00
5 O 2.914 -1.968 -0.054  -0.03
6 C 1.655 -2.237 1.848  -0.06
7 O 0.861 -3.134 1.304  0.01
8 O 1.298 -1.241 2.445  0.03
9 H 4.576 -3.910 0.945  0.00
10 H 2.882 -4.466 0.834  0.00
11 H 3.632 -4.202 2.409  0.00
12 H 4.999 -1.373 1.486  0.00
13 H 4.319 -1.855 3.051  0.00
14 H 3.622 -0.485 2.192  0.00
15 H 3.555 -2.436 -0.601  0.01
16 C 2.086 4.057 0.040  0.00
17 C 2.210 2.707 0.743  0.03
18 C 1.669 2.761 2.175  0.00
19 C 3.678 2.284 0.759  0.01
20 Sb 1.071 1.089 -0.201  -0.08
21 C 1.689 1.030 -2.319  -0.02
22 C 1.031 -0.221 -2.890  -0.04
23 C 3.209 0.844 -2.327  0.01
24 C 1.323 2.249 -3.173  0.00
25 C -1.049 1.730 -0.212  -0.01
26 C -1.272 3.239 -0.228  0.00
27 C -1.778 1.115 -1.403  0.01
28 C -1.612 1.143 1.087  0.02
29 H 2.814 4.745 0.492  0.00
30 H 1.105 4.505 0.154  0.00
31 H 2.320 3.998 -1.024  0.00
32 H 2.225 3.519 2.740  0.00
33 H 1.785 1.804 2.691  0.00
34 H 0.612 3.037 2.211  0.00
35 H 4.221 2.941 1.450  0.00
36 H 4.146 2.386 -0.218  0.00
37 H 3.823 1.259 1.102  0.00
38 H 1.021 -1.066 -2.187  0.02
39 H 1.581 -0.593 -3.762  0.00
40 H -0.006 -0.055 -3.183  -0.01
41 H 3.538 0.064 -1.635  0.00
42 H 3.725 1.765 -2.060  0.00
43 H 3.544 0.564 -3.335  0.00
44 H 0.271 2.519 -3.100  0.00
45 H 1.538 2.051 -4.233  0.00
46 H 1.912 3.122 -2.889  0.00
47 H -0.808 3.718 -1.092  0.00
48 H -0.906 3.721 0.678  0.00
49 H -2.352 3.440 -0.284  0.00
50 H -1.514 1.592 -2.344  0.00
51 H -2.858 1.261 -1.262  0.00
52 H -1.602 0.041 -1.498  0.01
53 H -1.109 1.544 1.973  0.00
54 H -1.512 0.056 1.128  0.00
55 H -2.679 1.398 1.169  0.00
56 N -1.168 -2.195 -0.481  0.00
57 C -2.278 -2.466 -0.321  0.11
58 N -3.512 -2.784 -0.113  0.02
59 C -4.574 -2.482 -1.110  0.00
60 C -5.484 -1.394 -0.558  0.00
61 C -6.033 -1.789 0.817  0.00
62 C -4.894 -2.100 1.794  0.00
63 C -3.981 -3.182 1.242  0.00
64 H -5.131 -3.407 -1.266  0.00
65 H -4.108 -2.200 -2.051  0.00
66 H -6.292 -1.217 -1.271  0.00
67 H -4.911 -0.462 -0.470  0.00
68 H -6.679 -2.668 0.715  0.00
69 H -6.649 -0.983 1.214  0.00
70 H -5.284 -2.431 2.757  0.00
71 H -4.305 -1.195 1.971  0.00
72 H -4.520 -4.123 1.126  0.00
73 H -3.115 -3.358 1.874  0.00

Forces on atoms 1 to 6 (eV/Å):
Cr 1.300 0.182 0.251
C 0.154 -0.097 -0.049
C -0.046 -0.149 -0.246
C 0.068 0.141 -0.036
O -0.239 -0.016 0.483
C -0.185 -0.402 0.232

The calculation puts the largest force on an atom at 1.3 eV Å⁻¹. Its spin multiplicity is 5. The net charge is +1. For the HOMO energy (alpha / beta), the calculation gives -10.6751 / -11.0831 eV. Its total energy is -2484.40848 Eh. The calculation puts the lowest unoccupied orbital energy (alpha / beta) at -2.9 / -2.6 eV. Its frontier orbital gap (alpha / beta) is 0.2856 / 0.3113 Ha.

=====

Record 3
Density functional theory data (the ωB97M-V functional and the def2-TZVPD basis) for a structure of composition C17H36As3NO5Os.

Each line ends with the natural charge from an NBO analysis.
Atoms and positions in Å:
1 Os -0.359 0.451 -1.742  0.81
2 O -1.340 2.413 -1.482  -0.69
3 C -1.788 2.864 -2.811  -0.10
4 C -2.052 1.657 -3.691  -0.27
5 N -0.851 0.766 -3.796  -0.47
6 C -1.192 -0.555 -4.388  -0.36
7 C -1.436 -1.603 -3.305  0.75
8 O -2.127 -2.552 -3.425  -0.45
9 O -0.738 -1.378 -2.124  -0.66
10 C 0.294 1.461 -4.444  -0.36
11 C 1.141 2.247 -3.443  0.75
12 O 1.864 3.128 -3.788  -0.51
13 O 1.038 1.850 -2.165  -0.72
14 H -0.709 3.074 -1.154  0.54
15 H -1.028 3.521 -3.234  0.22
16 H -2.708 3.431 -2.681  0.24
17 H -2.335 2.008 -4.688  0.26
18 H -2.880 1.064 -3.298  0.23
19 H -0.361 -0.905 -5.000  0.26
20 H -2.073 -0.496 -5.026  0.26
21 H -0.046 2.132 -5.234  0.26
22 H 0.948 0.716 -4.897  0.26
23 C -3.218 -0.094 0.026  -0.95
24 As -1.354 0.106 0.487  1.32
25 C -1.309 1.598 1.706  -0.95
26 C -0.947 -1.571 1.357  -0.74
27 C 0.493 -1.839 1.809  -0.06
28 C 0.511 -3.247 2.414  -0.61
29 C 1.437 -1.858 0.597  -0.73
30 As 1.614 -0.265 -0.494  1.42
31 C 2.805 -0.839 -1.894  -0.96
32 C 2.566 1.139 0.416  -0.95
33 C 0.973 -0.814 2.844  -0.73
34 As -0.131 -0.635 4.497  0.85
35 C 0.754 1.001 5.105  -0.94
36 C 0.833 -1.872 5.662  -0.94
37 H -3.786 -0.256 0.943  0.27
38 H -3.339 -0.955 -0.631  0.26
39 H -3.575 0.811 -0.462  0.25
40 H -1.696 1.257 2.667  0.28
41 H -1.952 2.380 1.306  0.26
42 H -0.299 1.978 1.838  0.25
43 H -1.272 -2.322 0.631  0.26
44 H -1.623 -1.609 2.215  0.28
45 H 0.235 -4.001 1.675  0.23
46 H -0.196 -3.319 3.242  0.23
47 H 1.505 -3.488 2.795  0.23
48 H 1.141 -2.638 -0.111  0.26
49 H 2.457 -2.079 0.923  0.26
50 H 3.717 -1.222 -1.436  0.27
51 H 3.048 0.008 -2.531  0.26
52 H 2.332 -1.634 -2.469  0.26
53 H 3.363 0.681 1.001  0.27
54 H 1.913 1.705 1.075  0.24
55 H 2.980 1.800 -0.341  0.28
56 H 0.997 0.191 2.411  0.19
57 H 2.000 -1.048 3.139  0.23
58 H 0.457 1.853 4.492  0.22
59 H 1.839 0.895 5.079  0.23
60 H 0.445 1.203 6.129  0.25
61 H 0.576 -2.904 5.438  0.24
62 H 0.533 -1.664 6.688  0.25
63 H 1.910 -1.732 5.573  0.22

Forces on atoms 1 to 6 (eV/Å):
Os -0.027 -0.012 0.087
O -0.060 0.095 -0.125
C -0.025 -0.050 0.016
C 0.035 0.014 -0.001
N 0.027 0.061 -0.053
C -0.058 0.043 0.043

The calculation puts the largest force on an atom at 0.2 eV Å⁻¹. The net charge is +2. For the HOMO energy, the calculation gives -13.7693 eV. Its total energy is -7897.75295 Eh. The calculation puts the lowest unoccupied orbital energy at -7.8 eV. The calculation puts the relative energy (zero: lowest compared OMol25 entry of this formula, charge and spin) at 0.0 kJ/mol. Its frontier orbital gap is 0.2193 Ha.

=====

Record 4
Density functional theory data (the ωB97M-V functional and the def2-TZVPD basis) for a cluster of 3 separate species, C4H14NO2 in total at a distorted geometry.

Each line ends with the natural charge from an NBO analysis.
Atoms and positions in Å:
1 C -0.782 -1.467 -0.639  -0.31
2 C -1.737 -0.368 -1.084  -0.47
3 C -1.127 0.999 -0.934  -0.20
4 C -1.917 2.075 -0.836  -0.38
5 N -0.423 -1.349 0.810  -1.05
6 H -1.170 -2.480 -0.769  0.22
7 H 0.130 -1.463 -1.233  0.21
8 H -1.984 -0.608 -2.126  0.22
9 H -2.683 -0.408 -0.547  0.22
10 H -0.061 1.170 -0.974  0.21
11 H -1.418 3.038 -0.809  0.20
12 H -2.996 2.050 -0.792  0.20
13 H 0.511 -0.969 1.112  0.45
14 H -1.029 -0.640 1.266  0.35
15 H -0.545 -2.231 1.374  0.23
16 H 4.576 -0.049 0.621  0.48
17 H 3.855 0.903 -0.301  0.48
18 O 3.679 0.177 0.304  -0.96
19 H 1.274 1.034 2.370  0.48
20 H 2.377 0.248 1.430  0.51
21 O 1.468 0.338 1.757  -1.07

Forces on atoms 1 to 6 (eV/Å):
C 0.337 -0.510 0.119
C 0.648 -0.580 -0.042
C -1.615 0.825 -0.293
C 1.251 -0.070 -0.022
N 0.185 0.568 0.824
H -0.333 0.144 0.048

The calculation puts the largest force on an atom at 1.8 eV Å⁻¹. Its spin multiplicity is 2. The net charge is 0. For the HOMO energy (alpha / beta), the calculation gives -2.6991 / -9.8783 eV. Its total energy is -365.88415 Eh. The calculation puts the lowest unoccupied orbital energy (alpha / beta) at 0.4 / 0.2 eV. The calculation puts the relative energy (zero: lowest compared OMol25 entry of this formula, charge and spin) at 180.9 kJ/mol. Its frontier orbital gap (alpha / beta) is 0.1125 / 0.3699 Ha.